(1)
The following is a quantum chemistry calculation of C50H39FN8O5Zr as an isolated structure at a distorted geometry, from the Open Molecules 2025 dataset.

The calculation puts the LUMO energy at -0.5 eV. The relative energy (zero: lowest compared OMol25 entry of this formula, charge and spin) is 158.5 kJ/mol. The value obtained for the total energy is -2890.1511 a.u.

```
! RIJCOSX wB97M-V def2-TZVPD def2/J DEFGRID3
* xyz 0 1
Zr -0.1192 0.6964 0.9572
C 3.6850 -5.7463 1.8229
C 2.4625 -5.6676 2.7176
C 1.5201 -6.8440 2.5180
C 0.4504 -6.8164 3.5975
C -0.2257 -5.4642 3.6339
C -1.4854 -5.3256 4.1691
C -2.1241 -4.0886 4.1818
F -3.3474 -4.0175 4.7208
C -1.5474 -2.9756 3.6473
C -0.2661 -3.0947 3.0919
C 0.3398 -1.9323 2.4668
O -0.2732 -0.8318 2.4668
C 1.5805 -2.1394 1.8169
C 2.1967 -3.3552 1.8982
N 1.6821 -4.4140 2.5248
C 0.4051 -4.3256 3.0927
C 2.2733 -1.0240 1.0879
O 3.1420 -1.2763 0.2838
O 1.8361 0.1664 1.4214
H 4.1467 -6.7221 1.9702
H 4.4322 -4.9895 2.0661
H 3.4149 -5.6525 0.7668
H 2.7890 -5.6684 3.7599
H 2.0864 -7.7763 2.5513
H 1.0626 -6.7645 1.5279
H 0.9127 -7.0162 4.5668
H -0.2950 -7.5944 3.4337
H -2.0036 -6.1899 4.5729
H -2.0533 -2.0181 3.6205
H 3.1655 -3.4649 1.4326
O 0.9130 0.5468 -1.0014
C 1.4056 1.7042 -0.8688
N 2.2752 2.3084 -1.6899
C 2.5547 3.6572 -1.2205
C 1.6056 3.7041 0.0387
O 1.4150 4.6692 0.7384
N 1.0059 2.4774 0.1557
C 4.0257 3.8410 -0.8145
C 5.0075 3.0239 -1.3639
C 6.3467 3.2196 -1.0545
C 6.7189 4.2343 -0.1867
C 5.7408 5.0475 0.3737
C 4.4026 4.8560 0.0611
C 2.1987 4.7129 -2.2827
C 2.2893 4.3863 -3.6323
C 2.0495 5.3379 -4.6151
C 1.7081 6.6354 -4.2609
C 1.6032 6.9658 -2.9157
C 1.8476 6.0146 -1.9318
H 2.7913 1.8038 -2.3868
H 4.7420 2.2117 -2.0313
H 7.0978 2.5683 -1.4856
H 7.7639 4.3863 0.0571
H 6.0202 5.8309 1.0686
H 3.6476 5.4818 0.5210
H 2.5534 3.3780 -3.9338
H 2.1359 5.0639 -5.6592
H 1.5318 7.3826 -5.0255
H 1.3380 7.9752 -2.6243
H 1.7530 6.2815 -0.8872
N -0.6577 1.9896 2.5522
C 0.2591 1.9534 3.3283
N 1.1088 1.7957 4.2079
C 2.2862 2.2991 4.5357
N 3.3147 2.6938 4.8932
N -1.7090 5.0097 -3.4480
C -1.6900 4.0021 -2.5294
C -1.5572 2.6634 -2.9174
C -1.5382 1.6845 -1.9567
N -1.6384 1.9175 -0.6355
C -1.8055 3.2123 -0.2832
C -1.8396 4.2601 -1.1634
H -1.3659 4.8082 -4.3706
H -1.5347 5.9453 -3.1260
H -1.4492 2.4030 -3.9638
H -1.4281 0.6501 -2.2451
H -1.8923 3.3960 0.7792
H -1.9378 5.2788 -0.8010
C -6.8255 -2.0220 2.4719
C -5.8066 -2.7488 1.8674
C -4.5714 -2.1623 1.6295
C -4.3279 -0.8287 1.9791
C -5.3509 -0.1244 2.6192
C -6.5895 -0.7082 2.8566
C -3.0204 -0.1573 1.7561
C -2.1140 -0.3634 0.7896
C -2.3101 -1.2152 -0.4089
C -3.4265 -1.0779 -1.2417
C -3.5322 -1.7936 -2.4241
C -2.5234 -2.6722 -2.8118
C -1.4046 -2.8151 -2.0073
C -1.2994 -2.0868 -0.8273
H -7.7910 -2.4817 2.6554
H -5.9733 -3.7834 1.5876
H -3.7737 -2.7432 1.1815
H -5.1660 0.9008 2.9299
H -7.3700 -0.1405 3.3503
H -2.7915 0.5884 2.5101
H -4.2084 -0.3864 -0.9489
H -4.4081 -1.6671 -3.0516
H -2.6046 -3.2307 -3.7375
H -0.6042 -3.4860 -2.3015
H -0.4089 -2.2009 -0.2223
*
```

---

(2)
The following is a quantum chemistry calculation of a 3-piece molecular cluster, C3H15N3O2 overall at a distorted geometry, from the Open Molecules 2025 dataset.

The calculation puts the LUMO energy at 0.6 eV. The relative energy (zero: lowest compared OMol25 entry of this formula, charge and spin) is 17.9 kJ/mol. The value obtained for the total energy is -438.0206 a.u.

```
! RIJCOSX wB97M-V def2-TZVPD def2/J DEFGRID3
* xyz 0 1
C 0.0131 0.8536 0.3552
N -0.4385 -0.2738 -0.4609
C -0.1291 -1.5998 0.0055
N 1.1825 -1.7232 0.6357
C -0.2058 2.1609 -0.4179
N 0.9478 2.6429 -1.1074
H 1.0747 0.7764 0.6098
H -0.5144 0.8393 1.3125
H -0.1743 -0.1393 -1.4285
H -0.2453 -2.2885 -0.8422
H -0.9524 -1.9471 0.6476
H 1.0845 -1.5768 1.6361
H 1.5044 -2.6810 0.5839
H -1.0066 1.9376 -1.1120
H -0.5511 2.9227 0.2648
H 1.3064 2.0360 -1.8328
H 1.7001 3.0291 -0.5490
H 2.8907 -0.9130 -2.0626
H 2.0248 -0.5752 -0.7754
O 2.4170 -0.2188 -1.5857
H -3.5974 -2.1291 2.0906
H -3.6250 -0.5596 1.9045
O -3.8400 -1.2872 2.4930
*
```

---

(3)
The following is a quantum chemistry calculation of a 6-piece molecular cluster, C36H81N3O6 overall at a distorted geometry, from the Open Molecules 2025 dataset.

The calculation puts the LUMO energy at 0.5 eV. The relative energy (zero: lowest compared OMol25 entry of this formula, charge and spin) is 279.0 kJ/mol. The value obtained for the total energy is -2035.7939 a.u.

```
! RIJCOSX wB97M-V def2-TZVPD def2/J DEFGRID3
* xyz 0 1
C -3.8685 4.5993 1.9402
C -2.3744 4.6059 1.6829
C -1.7377 5.7818 2.4074
C -1.4833 5.4690 3.9302
C -0.6424 4.1422 3.9825
C -1.3488 2.9346 3.2544
N -1.6112 3.3229 1.8756
O -2.3363 2.3068 1.2233
C -0.3286 1.8248 3.1732
C -2.5869 2.3897 3.9989
C -2.3402 4.8633 0.1656
H -4.5282 3.8623 1.4685
H -4.1902 5.5580 1.6788
H -4.1431 4.4497 2.9785
H -0.8024 6.0134 1.9000
H -2.3729 6.6450 2.3117
H -2.4295 5.2523 4.4404
H -0.9642 6.2657 4.4294
H -0.3779 3.9532 5.0204
H 0.2883 4.3714 3.4495
H -0.6539 0.8898 2.7358
H 0.5051 2.1690 2.5187
H 0.1253 1.5556 4.1354
H -3.2051 1.8624 3.2761
H -2.3082 1.7791 4.9006
H -3.2880 3.1414 4.3388
H -1.2969 5.1417 -0.2290
H -3.0418 5.6640 -0.1951
H -2.4801 3.9244 -0.3216
H -1.6860 2.0289 0.5330
C -3.1252 -3.3546 0.9225
C -2.7258 -2.0849 1.6696
C -3.1465 -2.0896 3.1252
C -2.2951 -3.0265 3.9865
C -0.7857 -2.7255 3.7892
C -0.3399 -2.6635 2.2951
N -1.2387 -1.7479 1.5729
O -0.7531 -1.7264 0.2297
C 1.0612 -1.9954 2.3022
C -0.0969 -4.1381 1.8059
C -3.4715 -0.9562 1.0027
H -4.2214 -3.5147 0.8993
H -2.6454 -4.2130 1.4112
H -2.6930 -3.3712 -0.1158
H -2.9958 -1.0982 3.4952
H -4.2024 -2.4107 3.2403
H -2.5321 -4.0975 3.8147
H -2.4568 -2.7680 5.0124
H -0.1065 -3.4770 4.2887
H -0.5826 -1.7855 4.3381
H 1.7120 -2.4642 3.0155
H 1.6103 -2.1168 1.3733
H 1.1533 -0.9187 2.4415
H 0.1726 -4.1994 0.7544
H 0.7629 -4.5498 2.3970
H -0.9643 -4.7252 1.9059
H -3.3431 -0.9471 -0.0981
H -3.1699 -0.0051 1.4316
H -4.5027 -1.0480 1.2553
H -0.8616 -2.6080 -0.1637
C 4.1151 -0.2818 0.9203
C 4.8022 -1.0023 -0.2346
C 4.2221 -2.4199 -0.1763
C 4.5694 -3.2994 -1.3589
C 4.1422 -2.6910 -2.6285
C 4.6726 -1.2073 -2.7751
N 4.4035 -0.4766 -1.5219
O 4.7686 0.8976 -1.5598
C 6.1436 -1.2526 -3.1948
C 3.7777 -0.5708 -3.8763
C 6.3194 -1.1049 0.0373
H 4.4767 0.7597 0.8939
H 4.4049 -0.7492 1.8535
H 3.0269 -0.2101 0.7669
H 4.7316 -2.8436 0.6881
H 3.1403 -2.3469 0.0236
H 4.0432 -4.2622 -1.2914
H 5.6301 -3.4809 -1.3979
H 3.0398 -2.6115 -2.6975
H 4.5549 -3.1549 -3.5234
H 6.2725 -1.3603 -4.3259
H 6.6783 -0.3475 -3.0375
H 6.7412 -2.0217 -2.7056
H 2.8179 -0.4019 -3.4996
H 4.2143 0.3819 -4.2050
H 3.7501 -1.3718 -4.6106
H 6.8889 -1.8392 -0.4805
H 6.3957 -1.3770 1.0987
H 6.8032 -0.1212 -0.0333
H 5.7231 0.9002 -1.7364
C -2.6969 1.1764 -4.4531
C -3.8193 1.9928 -3.7846
C -3.4372 2.4592 -2.3235
O -3.9834 3.2163 -4.5651
H -1.7483 1.7468 -4.4468
H -2.9428 0.9388 -5.4783
H -2.4854 0.2957 -3.9066
H -4.7444 1.3962 -3.7780
H -4.3076 2.9064 -1.7561
H -2.6172 3.1813 -2.4199
H -3.0449 1.6035 -1.7060
H -4.1401 2.9230 -5.4664
C 1.3244 0.5856 -1.7529
C 0.5157 1.1934 -0.7057
C 0.5091 2.7025 -0.9128
O -0.8740 0.8145 -0.6707
H 1.0015 0.7359 -2.7998
H 1.3450 -0.5209 -1.6818
H 2.3641 0.8600 -1.6705
H 0.9549 0.8625 0.2121
H -0.0307 2.9768 -1.8527
H 1.4799 3.1646 -0.9259
H -0.0761 3.1391 -0.1241
H -0.9240 -0.1084 -0.3655
C -0.0897 -4.1208 -4.0684
C -0.3467 -3.1517 -2.9321
C -1.6247 -2.4313 -3.0328
O -0.2814 -3.7835 -1.6014
H -0.0036 -3.5884 -5.0103
H -0.9435 -4.7199 -4.2196
H 0.7699 -4.7433 -3.9801
H 0.5220 -2.5303 -2.9350
H -2.4611 -3.0411 -2.7124
H -1.7436 -2.1024 -4.0435
H -1.4973 -1.5665 -2.3784
H -0.9008 -4.5367 -1.5656
*
```